# 1
Formula: C50H85N14O
Source: the OMol25 dataset
Level of theory: the ωB97M-V functional and the def2-TZVPD basis

Geometry as XYZ:
```
150
C50H85N14O the ωB97M-V functional and the def2-TZVPD basis
O 3.2850 3.9088 0.1285
N 1.5300 4.6957 -3.8426
N 0.3032 -4.4182 0.6582
N -4.6956 3.5511 1.7629
N 5.0669 -1.9020 -1.1508
N -3.5189 1.9248 -4.8320
N 8.1045 -0.0604 6.4768
N -6.5111 -4.4030 3.7851
N 8.1780 1.8988 0.2302
N 4.3024 2.9999 -0.1760
N 4.3818 3.1920 -2.5598
N -4.2746 -3.0177 -1.1190
N 1.6706 -2.1265 6.1069
N 3.3839 1.1503 -1.6454
N -8.7842 6.1589 -2.9970
C -1.6426 -0.6910 -1.3865
C 0.9318 0.6153 -2.0695
C -3.5425 2.6830 -3.9613
C 5.1282 -2.3669 6.4221
C -5.9763 4.3002 -3.3087
C -10.0442 3.4164 -5.1857
C -10.8435 5.7633 -4.6027
C 2.7684 -1.9617 5.7894
C 8.3684 0.4177 5.4602
C 8.7085 1.0361 4.1505
C 2.1319 4.7686 -4.8361
C 4.3333 0.1753 -2.3213
C 2.8789 4.8739 -6.1194
C 1.2810 -4.6107 1.2412
C 10.2477 -1.2035 0.3524
C -4.9832 3.7770 -2.2769
C 2.5410 -4.8588 1.9926
C -4.6994 1.0428 0.9287
C -3.5616 3.6424 -2.8267
C -9.6835 5.9863 -3.6991
C 5.2149 -0.6320 -1.3019
C -2.7270 -3.8676 2.1397
C -0.2673 0.7722 -2.9259
C 8.9649 1.3793 -0.4444
C 9.9743 0.7095 -1.3081
C 4.0176 2.4281 -1.5075
C -4.6970 2.4556 1.3997
C 4.9677 -1.7552 7.8091
C -7.4033 -4.6105 3.0830
C 7.4651 3.1741 4.7538
C 1.3114 -4.8632 4.2211
C -1.5465 0.1459 -2.6044
C 4.1850 -1.7490 5.3856
C -11.1896 4.2728 -4.6563
C -7.7267 -7.2381 1.6931
C 8.7826 2.5580 4.2964
C -3.7358 -4.9317 1.7189
C 2.2430 -5.6253 3.2840
C -6.0068 0.3538 1.3282
C 1.9726 4.4742 -7.2881
C -6.2205 0.3157 2.8377
C -8.8849 -6.3727 2.1776
C 2.2016 1.3895 -2.5355
C 9.9342 -0.8059 -1.0861
C -4.0234 -3.9860 -0.5438
C -0.4403 -0.8401 -0.5629
C 0.8505 -0.1992 -0.8581
C -8.5520 -4.8783 2.1770
C 1.4683 3.0385 -7.1843
C -3.7000 -5.2213 0.2149
H -0.1909 1.3913 -3.8517
H -3.1873 4.6089 -3.1704
H -11.6956 6.3351 -4.2312
H 5.1324 3.5803 -0.3376
H 1.9284 2.4864 -2.4727
H 10.2368 -2.2891 0.4567
H 4.3017 -2.2144 -1.7649
H 5.3461 3.4707 -2.7240
H -1.7094 -4.1655 1.8754
H -9.7511 -6.5436 1.5341
H 1.1148 5.1492 -7.3372
H 5.6774 -2.2037 8.5057
H 7.9486 0.7573 3.4171
H -2.7110 -5.5746 -0.0853
H 3.1834 -5.8274 3.8030
H 7.1758 2.8156 5.7438
H -5.6691 5.2778 -3.6880
H 9.0638 2.9949 3.3350
H -4.4270 -5.9952 -0.0395
H -12.0638 4.1344 -5.2969
H -4.7371 -4.6052 2.0102
H -0.5065 -1.4504 0.3626
H -5.3984 -0.2033 3.3371
H -2.8901 3.2777 -2.0460
H -6.2987 1.3204 3.2582
H 2.3020 2.3316 -7.1457
H 11.2350 -0.8436 0.6524
H -4.9690 4.4560 -1.4213
H -9.7504 3.7318 -6.1901
H 2.4436 1.1837 -3.6185
H -11.4640 3.9215 -3.6582
H 3.0152 -3.9007 2.2170
H -9.4126 -4.2999 2.5174
H 3.9666 -1.9261 8.2106
H 6.1600 -2.2295 6.0895
H -2.6057 -1.1991 -1.0862
H 10.6571 -1.2808 -1.7527
H 1.7950 -6.5933 3.0439
H 1.1493 -5.4304 5.1389
H 3.6432 3.5718 -3.1768
H -2.4577 0.2670 -3.2369
H -9.1670 3.4729 -4.5375
H 0.8530 2.7890 -8.0492
H 9.6686 0.6444 3.8094
H 3.7566 4.2243 -6.0753
H -7.4255 -6.9584 0.6798
H 5.0196 0.7650 -2.9827
H 9.5090 -0.8031 1.0506
H 6.6587 2.9397 4.0535
H -6.0007 -0.6689 0.9430
H -8.2958 -4.5426 1.1697
H -10.5945 6.1356 -5.5985
H 7.5552 4.2599 4.8161
H -6.0731 3.6170 -4.1564
H -3.8432 0.5225 1.3637
H 1.7588 -0.3085 -0.2327
H 3.2239 5.9019 -6.2442
H 0.3323 -4.6953 3.7665
H 9.7573 0.9438 -2.3519
H -6.8568 -7.1485 2.3477
H 10.9633 1.1068 -1.0711
H 9.5654 2.8234 5.0115
H 0.8512 2.8918 -6.2948
H 1.7353 -3.8942 4.4922
H -9.1666 -6.6878 3.1855
H 2.6567 3.3991 0.6717
H 5.1499 -0.6780 7.7858
H -5.3291 2.8059 -1.9109
H -2.7666 -3.7137 3.2198
H 4.3464 -2.2087 4.4080
H -7.1471 -0.2088 3.0767
H -2.9374 -2.9048 1.6668
H 4.3697 -0.6770 5.2904
H -6.9651 4.4062 -2.8636
H -8.0171 -8.2898 1.6822
H -10.3447 2.3684 -5.2340
H 6.0358 -0.1804 -0.6854
H 4.9517 -3.4441 6.4859
H 3.7054 -0.5519 -2.9001
H -4.5853 1.0327 -0.1573
H 2.5267 4.5909 -8.2218
H -3.5285 -5.8555 2.2644
H -6.8521 0.8677 0.8624
H 8.9471 -1.1930 -1.3545
H 3.2207 -5.4329 1.3603
```

Summary:
- Orbital gap: 5.14 eV
- LUMO energy: -5.8200 eV
- Total charge: +1
- Highest occupied orbital energy: -10.96 eV

These are the Mulliken partial charges, in e, on atoms 1 to 2:
1. O -0.3896
2. N -0.5027

***

# 2
Formula: C50H90O29S6
Source: the OMol25 dataset
Level of theory: the ωB97M-V functional and the def2-TZVPD basis

Geometry as XYZ:
```
175
C50H90O29S6 the ωB97M-V functional and the def2-TZVPD basis
S 7.7758 -4.1631 -2.9593
S -3.4056 -6.2704 1.5225
S 2.3132 5.4160 -2.3176
S -4.4128 6.9344 3.6339
S -7.0327 0.6581 2.0710
S -1.9856 0.8506 7.2749
O 8.8091 0.2937 0.9830
O 4.7523 6.7312 4.8425
O 4.0675 6.6483 2.6571
O 1.6377 -2.1130 -0.9493
O -2.5343 -7.1775 2.2553
O 3.4259 -7.4686 -4.3295
O -5.7092 6.5368 3.0581
O 6.8684 1.2350 0.3983
O -1.7679 2.0188 6.4024
O 2.0838 6.8074 -2.7330
O -5.7004 1.2160 1.7334
O -3.6804 -6.4273 0.0884
O 2.9255 -8.6831 -6.2036
O 8.8205 1.9630 -0.5653
O -4.1884 6.8635 5.0875
O 0.3671 -0.8561 0.4383
O 2.8840 5.7927 4.3059
O 0.5429 -0.1950 -1.6544
O 1.3861 -7.8122 -4.7603
O -3.2542 -3.9687 -8.2194
O 2.0294 -3.2198 -5.6141
O 7.8487 -3.5952 -1.5948
O 7.6425 -5.6333 -3.1377
O 1.4893 4.7188 -1.3256
O -4.9501 -4.9175 -6.9989
O -2.9528 -4.2485 -5.9756
O -2.5696 -0.4260 6.8042
O -7.6644 -0.3838 1.2726
O -3.7995 2.5977 -3.7910
C 2.7888 -7.0035 -3.1176
C -2.9150 1.4354 8.7833
C 6.5369 0.3999 1.5434
C 2.3391 -3.5964 -7.9291
C 0.8944 -1.1745 -0.7437
C 1.7922 -1.2060 -6.8320
C -3.0533 5.9354 2.8077
C -4.9846 -5.9369 2.5085
C 9.2513 -3.4784 -3.9444
C -2.7942 -4.6134 1.8152
C -0.4913 0.2838 0.3420
C 4.3277 6.0933 6.0135
C 7.8514 -0.3610 1.7646
C 4.5751 4.4420 -3.3222
C 0.5066 -8.1653 -2.6223
C -1.9207 6.9346 2.6344
C 1.3155 -7.2243 -3.5048
C -5.0216 -4.3504 2.7247
C 3.5729 3.4962 -3.9790
C -2.0838 0.9293 10.0047
C -3.9792 -3.6484 1.7621
C -8.5890 2.1415 3.6664
C 5.4154 -0.4948 1.1448
C -0.4422 0.5779 -1.1236
C 6.5848 -3.2172 -3.9720
C 8.2391 1.2211 0.2215
C -5.0920 -5.1045 -5.6029
C -7.6154 1.5419 4.5920
C -3.7026 -4.3240 -7.1623
C -3.9216 1.2587 -5.8307
C 0.1408 1.3530 1.2657
C 2.5989 4.2219 6.0939
C 4.0611 4.9684 -2.0285
C -0.5981 0.9912 9.5683
C -3.7524 -3.9954 -3.7478
C -3.7379 -4.9148 -4.9681
C -2.5368 8.2397 2.0196
C 2.5939 -7.9666 -5.2312
C -3.8001 8.5302 2.8129
C 2.2581 4.3289 -3.9166
C -4.4057 1.7243 -4.4630
C 3.8766 6.4750 3.8346
C -7.1333 0.2279 3.9271
C 1.9656 -2.7338 -6.7249
C -0.3872 0.4212 8.1790
C -5.6299 1.0528 -3.8874
C -8.1232 2.1181 2.1921
C 2.9494 5.6241 5.6788
C 7.3903 -2.0786 -4.6820
C 8.8423 -1.9960 -4.1789
H -4.6046 -4.1169 -3.0792
H 9.4949 -1.5829 -4.9480
H -0.4497 -8.4058 -3.0867
H -7.7644 -0.6569 4.0108
H -2.9904 2.5074 8.6010
H -1.4523 7.1256 3.5999
H 7.6711 -1.3822 1.4291
H -0.2350 2.0176 9.6213
H -3.4921 5.6043 1.8664
H -2.8197 -4.2063 -3.2246
H 1.1421 1.6881 0.9954
H 0.1392 0.9462 2.2769
H 3.1176 -7.5095 -2.2099
H 7.2176 -2.0756 -5.7582
H -1.8552 9.0903 2.0181
H 8.1873 -0.3383 2.8013
H -2.8230 5.0836 3.4477
H -3.8660 2.0970 -6.5251
H 1.5222 -3.4901 -8.6429
H -2.2851 -4.5932 2.7788
H -2.2705 1.5767 10.8615
H 10.1903 -3.7023 -3.4381
H -6.0076 -3.8860 2.7130
H -0.2406 1.6399 -1.2634
H -1.9937 -4.4547 1.0927
H 1.7168 3.9316 5.5231
H 6.2982 -3.9045 -4.7680
H 0.5608 0.6392 7.6873
H -6.5602 1.1681 -4.4437
H -7.4752 2.9748 2.0067
H -1.4277 0.3053 -1.5013
H 0.7870 -6.3141 -3.7883
H -2.3965 -0.0993 10.1848
H 4.5297 5.9141 -1.7562
H -4.7999 -6.3602 3.4958
H 5.4447 3.8642 -3.0091
H 1.0066 -9.0680 -2.2713
H -5.4351 -6.1265 -5.4417
H -5.8358 -6.5247 2.1648
H 2.2513 5.1356 -4.6496
H -4.4528 -3.5089 0.7903
H -3.9412 1.0798 8.6913
H 5.1218 -1.0641 2.0268
H 5.6328 -1.1406 0.2940
H 1.2493 3.9174 -3.9499
H -2.9601 0.7477 -5.7803
H -3.6352 -2.6801 2.1256
H -3.8168 -2.9509 -4.0527
H -6.7850 2.2473 4.6222
H -1.5265 0.0947 0.6262
H -5.9299 -4.5549 -5.1740
H -9.5735 1.7319 3.8923
H -2.8229 7.9556 1.0069
H -8.6117 3.2119 3.8711
H 8.8109 -1.4120 -3.2590
H 3.9191 3.3521 -5.0025
H 1.3957 -0.6815 -5.9626
H -0.0164 0.4909 10.3425
H 3.1999 -3.2346 -8.4916
H 4.3055 6.8022 6.8412
H -0.4783 2.2498 1.2426
H 2.3995 -4.6374 -7.6115
H 2.2701 6.3225 6.1677
H 4.5144 0.0990 0.9904
H 4.7504 5.2941 -3.9788
H 2.5203 4.3352 7.1752
H 4.9982 5.2697 6.2589
H 2.6924 -0.7951 -7.2890
H 1.0393 -1.0297 -7.6002
H -4.5822 -4.2251 3.7143
H 2.9854 -5.9321 -3.0769
H 3.3375 2.5491 -3.4935
H -6.1384 -0.0236 4.2945
H -5.8126 1.3301 -2.8492
H 6.8979 -1.1646 -4.3498
H -8.8745 2.2052 1.4071
H 6.2995 0.9954 2.4249
H 3.4308 3.5479 5.8897
H -4.6054 0.5517 -6.3005
H 5.6711 -3.0236 -3.4101
H -0.5460 -0.6529 8.2746
H 9.1997 -4.0837 -4.8494
H -3.2685 -5.8798 -4.7767
H 4.2075 4.2951 -1.1838
H -7.9671 1.4387 5.6185
H -5.4321 -0.0156 -3.8012
H -1.0899 6.4899 2.0866
H -3.8428 9.2050 3.6679
H -4.5832 8.9026 2.1524
H 0.2280 -7.6392 -1.7092
```

Summary:
- Orbital gap: 9.41 eV
- LUMO energy: -0.0416 eV
- Total charge: 0
- Highest occupied orbital energy: -9.45 eV

These are the Mulliken partial charges, in e, on atoms 1 to 2:
1. S 0.9897
2. S 1.0339

***

# 3
Formula: C50H98BN8O2PS2
Source: the OMol25 dataset
Level of theory: the ωB97M-V functional and the def2-TZVPD basis

Geometry as XYZ:
```
162
C50H98BN8O2PS2 the ωB97M-V functional and the def2-TZVPD basis
S -3.1926 2.8872 -2.1451
S -1.7380 0.5113 -1.1078
P -0.8832 0.9342 4.4064
O 0.4450 -0.6207 6.5384
O -1.5162 0.5247 7.1976
N -2.7489 0.5531 -3.4873
N 2.0289 -6.8347 6.3586
N 5.3881 0.7957 -2.0520
N 3.7783 6.1021 -1.1493
N -3.7352 2.5267 5.2339
N 1.1490 -5.1155 -2.6457
N 8.7458 6.4479 -2.1096
N 2.5387 -0.9054 11.5709
C -2.1033 1.4280 0.4004
C -6.3997 -4.7701 -6.1645
C 1.9966 -1.6670 8.0713
C 5.7358 7.7357 -1.7232
C -6.1866 1.7470 4.7904
C -5.4799 -2.3401 -5.9999
C 2.0202 -4.5081 -2.2095
C 3.8022 2.5992 11.6557
C 2.9597 1.7499 -2.1811
C -6.2761 0.9313 3.4959
C 2.3151 1.4215 -3.5314
C 4.6377 6.8199 -1.4048
C 8.6050 3.2748 -0.7387
C 3.0647 2.0251 -4.7132
C -1.0158 -5.2436 5.8428
C 9.4203 4.5426 -0.4568
C 4.3219 1.2185 -2.1090
C -6.2290 -3.3946 -6.8349
C -0.5748 -6.6471 6.2734
C -1.7224 -5.6079 -5.2731
C -1.4169 0.7610 1.6049
C -1.1590 0.4550 -5.3800
C -1.0561 -4.2705 -5.6399
C 3.1875 -2.3287 -2.3128
C 4.4805 0.4497 10.4697
C 0.8847 -6.7524 6.3264
C -0.4750 -1.9442 -4.8444
C 9.0422 5.6103 -1.3828
C -1.4221 -1.0324 -5.6677
C -4.8161 2.1964 5.0360
C -1.2387 1.7717 2.7315
C 5.4470 9.1508 -1.2098
C 3.4831 -2.4215 -3.8047
C -5.2762 0.5844 -3.9366
C -5.8600 1.7344 2.2695
C -0.5451 -4.1554 6.7999
C 3.0956 -3.7000 -1.6306
C 4.9215 1.6025 11.3785
C -6.6536 -4.7168 -4.6511
C -3.1885 -5.6511 -5.7045
C 3.3906 -0.3170 11.0754
C -1.0957 -3.2898 -4.4662
C -4.0099 -0.1938 -3.5357
C -2.6377 1.3680 -2.3478
C 4.1928 9.7637 -1.8227
C -2.3239 1.2006 -4.7385
C 7.1091 3.5111 -0.5681
C -6.3906 -1.2715 -5.3478
C 0.6839 -0.9035 7.9209
C -5.7827 0.1515 -5.3226
B -0.6002 0.1903 6.2110
H -0.9880 0.9609 -6.3356
H -2.1856 2.3116 2.8439
H -0.0239 -4.4404 -5.9501
H -0.9442 -7.3971 5.5736
H -7.1809 -5.6171 -4.3380
H -6.5191 0.8764 -5.6722
H -3.1787 1.4161 0.5605
H -0.9020 -3.1784 6.4739
H -2.1053 -5.2270 5.7797
H -0.9723 -6.8860 7.2609
H -6.8318 2.6250 4.7356
H 2.8264 -0.9599 8.1024
H -7.2709 -5.2387 -6.6267
H 0.0089 0.0014 3.7725
H 5.2911 1.1976 12.3221
H 2.8949 -3.5805 -0.5659
H -2.4593 -1.3200 -5.5121
H -7.2909 -1.2247 -5.9603
H 2.1571 -2.3498 7.2417
H 6.6466 7.3448 -1.2774
H -0.6351 -5.0368 4.8410
H 3.9708 -1.7484 -1.8224
H 3.5679 -1.4248 -4.2394
H -0.9194 -4.3329 7.8104
H -6.5048 1.1504 5.6456
H -7.3031 0.5836 3.3747
H -0.4729 2.5107 2.4856
H 6.8821 3.8580 0.4426
H 3.4180 3.0267 10.7276
H -5.5461 -5.4123 -6.3718
H -5.7090 -4.7201 -4.1080
H -0.2470 0.5860 -4.8000
H -2.2717 0.5831 4.5037
H -6.4780 2.6263 2.1528
H 4.0429 10.7791 -1.4557
H 1.2899 1.7957 -3.5230
H -4.8185 2.0514 2.3414
H -5.6469 0.0434 3.5834
H 3.1283 3.1110 -4.6247
H -4.9643 0.1846 -6.0441
H 6.5497 2.5953 -0.7447
H -0.1095 -1.5366 8.3154
H -6.0837 0.3909 -3.2303
H -3.2736 -5.5348 -6.7840
H 5.7578 2.1168 10.9022
H 10.4899 4.3601 -0.5621
H -4.9066 -2.8183 -5.2030
H 0.4240 -2.1126 -5.4384
H 4.0333 -4.2475 -1.7353
H 6.7413 4.2579 -1.2742
H 8.9322 2.4880 -0.0574
H -5.1087 1.6584 -3.9647
H 2.2586 0.3372 -3.6545
H 3.3029 9.1870 -1.5668
H -5.6375 -3.5589 -7.7377
H -1.2102 -1.2157 -6.7224
H -7.2360 -3.8422 -4.3740
H -3.7247 -4.8335 -5.2194
H -4.7460 -1.8496 -6.6397
H 4.0789 1.6291 -4.7862
H -1.1611 -6.4589 -5.6542
H -4.1530 -0.6037 -2.5336
H -1.5783 -3.8034 -6.4794
H -3.1210 1.2968 -5.4754
H -5.9612 1.1352 1.3642
H 4.1640 3.4173 12.2780
H -0.5385 -3.6882 -3.6203
H 8.8105 2.9244 -1.7514
H -1.7394 2.4461 0.3095
H -1.9788 2.2078 -4.5127
H 4.4214 -2.9481 -3.9873
H -1.8920 1.3939 7.0215
H 2.2481 -1.7906 -2.1617
H 2.9719 2.1275 12.1825
H -7.1944 -3.0062 -7.1548
H 2.9984 2.8292 -2.0236
H 2.6874 -2.9468 -4.3364
H -0.2244 -1.3885 -3.9395
H 5.3455 9.1279 -0.1230
H -3.6582 -6.5811 -5.3864
H 5.8760 7.7408 -2.8045
H 6.3084 9.7803 -1.4380
H 2.3823 1.3140 -1.3650
H 0.7654 0.0069 8.5103
H -0.4496 0.3513 1.3039
H -6.6540 -1.5633 -4.3326
H 9.2372 4.8884 0.5617
H 2.5534 1.7925 -5.6476
H -2.1456 -3.1677 -4.1877
H -1.6985 -5.6815 -4.1842
H 4.1373 0.8324 9.5070
H -3.9160 -1.0566 -4.1899
H 5.3110 -0.2310 10.2813
H 4.2692 9.8070 -2.9108
H 0.5432 -4.1061 6.8430
H 1.9793 -2.1933 9.0224
H -0.3371 2.2038 4.8797
H -2.0180 -0.0828 1.9557
```

Summary:
- Orbital gap: 7.38 eV
- SMILES: CCCCCCCCN(CCCCCCCC)C(=S)SCCC[PH3]B(O)OCC.CCCC#N.CCCC#N.CCCC#N.CCCC#N.CCCC#N.CCCC#N.CCCC#N
- LUMO energy: 0.0687 eV
- Total charge: 0
- Highest occupied orbital energy: -7.31 eV

These are the Mulliken partial charges, in e, on atoms 1 to 2:
1. S -0.2045
2. S 0.0339